(1)
Molecular formula: CH3N5S
Method: DFT, wB97M-V/def2-TZVPD

```
10
Properties=species:S:1:pos:R:3:forces:R:3:lowdin_charge:R:1
H 0.192 2.904 0.069 -0.2761 -2.3183 -0.5575 0.056
N -0.228 1.921 -0.069 3.6466 0.1635 1.3158 0.014
C 0.593 0.850 0.049 -3.3064 3.3242 -1.0304 -0.444
N 1.884 0.374 -0.024 -4.3380 -2.3229 -0.6237 0.092
N 1.794 -1.073 -0.090 -1.8944 0.9949 1.7038 0.035
N 0.545 -1.338 0.102 3.7921 -4.4165 -1.5115 -0.069
N -0.204 -0.338 0.083 -0.4494 3.7318 0.4625 -0.501
S -1.923 -0.368 -0.098 0.2672 0.2381 1.1764 0.802
H 2.759 0.743 0.116 1.8921 1.2920 0.2554 0.102
H -2.279 0.324 1.078 0.6663 -0.6867 -1.1906 -0.087
```
Positions in Å, forces in eV/Å.

Output
E in hartree: -711.7523
Energy relative to the best compared isomer or geometry (same formula, charge and spin) in kcal/mol: 32.2
Max |F| in Eh/bohr: 0.1170
Orbital gap in eV: 9.20
LUMO level in eV: 0.591

***

(2)
Molecular formula: CH3NO
Method: DFT, wB97M-V/def2-TZVPD

```
6
Properties=species:S:1:pos:R:3:forces:R:3:lowdin_charge:R:1
N -0.648 -0.272 0.146 0.2219 -2.6800 -0.5984 0.100
C 0.588 0.238 0.025 -0.0569 2.8549 -0.0623 -0.478
O 1.634 -0.346 0.065 0.1691 -0.6268 -0.1579 0.026
H -1.477 0.287 0.052 0.1307 -0.0604 -0.2594 0.091
H -0.618 -1.268 -0.165 -0.8424 1.1055 0.7868 0.130
H 0.521 1.361 -0.123 0.3776 -0.5931 0.2913 0.131
```
Positions in Å, forces in eV/Å.

Output
E in hartree: -169.9007
Energy relative to the best compared isomer or geometry (same formula, charge and spin) in kcal/mol: 4.3
Max |F| in Eh/bohr: 0.0555
Orbital gap in eV: 11.07
LUMO level in eV: 0.942

***

(3)
Molecular formula: CH3NO2
Method: DFT, wB97M-V/def2-TZVPD

```
7
Properties=species:S:1:pos:R:3:forces:R:3:lowdin_charge:R:1
C 0.169 0.053 -0.086 1.7252 0.7741 -1.3791 0.061
N 1.576 0.302 -0.547 0.7705 2.0624 -1.8218 -0.479
O 2.502 -0.407 -0.296 0.2983 -1.4036 0.9156 0.079
O 1.717 1.325 -1.225 -0.5472 -0.4560 0.4944 0.022
H -0.328 0.278 -1.078 -0.4096 -0.0596 1.9858 0.128
H 0.198 0.741 0.772 -1.2887 -0.1122 -0.4784 0.113
H 0.181 -0.966 0.215 -0.5485 -0.8052 0.2835 0.076
```
Positions in Å, forces in eV/Å.

Output
E in hartree: -245.0221
Energy relative to the best compared isomer or geometry (same formula, charge and spin) in kcal/mol: 98.5
Max |F| in Eh/bohr: 0.0556
Orbital gap in eV: 11.38
LUMO level in eV: 0.430

***

(4)
Molecular formula: CH3NO2S
Method: DFT, wB97M-V/def2-TZVPD

```
8
Properties=species:S:1:pos:R:3:forces:R:3:lowdin_charge:R:1
C -0.898 0.313 -0.065 -0.8063 0.2221 3.9087 -0.123
N 0.790 -1.080 -0.478 2.3457 -2.6516 1.0595 -0.149
O 0.531 -1.447 0.643 -0.0968 0.6705 -1.8492 -0.035
O 0.076 -0.116 -1.002 -1.4932 0.1433 1.1584 -0.156
S 2.842 1.076 0.079 0.0884 0.0596 0.0138 0.130
H -0.410 0.391 1.065 -0.9823 0.1984 -3.1091 0.133
H -1.768 -0.432 0.177 1.5544 1.3280 -1.2095 0.123
H -1.164 1.295 -0.420 -0.6099 0.0299 0.0275 0.076
```
Positions in Å, forces in eV/Å.

Output
E in hartree: -643.0850
Energy relative to the best compared isomer or geometry (same formula, charge and spin) in kcal/mol: 143.8
Max |F| in Eh/bohr: 0.0777
Orbital gap (spin up / spin down) in eV: 7.34 / 7.31
LUMO level (spin up / spin down) in eV: -2.695 / -2.716

***

(5)
Molecular formula: CH3NO2S
Method: DFT, wB97M-V/def2-TZVPD

```
8
Properties=species:S:1:pos:R:3:forces:R:3:lowdin_charge:R:1
C 0.442 -1.488 -1.155 -0.7823 -1.7710 -1.2527 -0.624
N 3.382 0.404 0.297 -3.2547 -2.3189 -0.1902 -0.312
O 4.123 -0.236 0.928 0.9580 0.4694 0.2341 0.122
O 3.337 1.288 -0.458 0.7063 0.7486 -0.1483 0.135
S 0.985 -1.002 0.445 1.3615 1.1322 0.3276 0.588
H -0.583 -1.908 -1.098 0.0398 0.5000 0.7156 0.033
H 0.913 -2.415 -1.558 0.4662 0.9627 0.1472 0.031
H 0.305 -0.736 -1.931 0.5051 0.2771 0.1666 0.027
```
Positions in Å, forces in eV/Å.

Output
E in hartree: -643.1201
Energy relative to the best compared isomer or geometry (same formula, charge and spin) in kcal/mol: 121.8
Max |F| in Eh/bohr: 0.0778
Orbital gap (spin up / spin down) in eV: 6.27 / 6.38
LUMO level (spin up / spin down) in eV: -2.478 / -2.495

***

(6)
Molecular formula: CH3NO2S
Method: DFT, wB97M-V/def2-TZVPD

```
8
Properties=species:S:1:pos:R:3:forces:R:3:lowdin_charge:R:1
C -0.022 -0.200 -0.008 -1.7849 0.1299 1.7010 -0.171
S -1.845 -0.755 0.317 0.4607 -0.4535 -1.1291 0.873
O -2.475 -1.032 -0.976 0.2917 -0.3881 -0.3153 -0.531
N -2.350 0.867 0.820 0.2704 2.5118 1.0774 -0.273
O -2.919 1.598 0.072 0.3382 -1.6216 0.0611 -0.008
H 0.102 0.771 0.464 -0.1981 0.6685 -0.9755 0.033
H 0.065 -0.357 -1.072 0.3555 0.3117 -0.1211 0.049
H 0.611 -0.750 0.663 0.2666 -1.1586 -0.2986 0.026
```
Positions in Å, forces in eV/Å.

Output
E in hartree: -643.1867
Energy relative to the best compared isomer or geometry (same formula, charge and spin) in kcal/mol: 80.0
Max |F| in Eh/bohr: 0.0534
Orbital gap in eV: 8.30
LUMO level in eV: -0.910

***

Q: Which value of max |F| does entry 5 give?
A: 0.0778 Eh/bohr